[1]
Entry from the Open Molecules 2025 dataset: a 2-piece molecular cluster, C5H11INOS overall in a non-equilibrium geometry (ωB97M-V/def2-TZVPD).

```
! RIJCOSX wB97M-V def2-TZVPD def2/J DEFGRID3
* xyz 1 1
I -3.161 -1.113 3.253
S 1.743 0.687 -2.978
O -2.723 1.051 -0.365
N 1.000 1.764 0.049
C -1.860 0.449 0.100
C 1.943 1.801 1.190
C -0.673 -0.079 0.491
C 0.140 0.821 -2.057
C 0.531 0.485 -0.510
H 1.785 -0.574 -3.263
H -0.535 0.133 -2.617
H -3.947 -1.288 4.533
H 2.131 2.820 1.402
H -0.116 0.308 1.376
H 1.228 2.526 -0.599
H -0.813 -1.166 0.434
H 2.893 1.212 1.168
H 1.408 1.451 2.115
H 1.169 -0.360 -0.425
H -0.163 1.954 -1.903
*
```

LUMO level   -4.96 eV
M   260.12 g/mol
Strongest force on any atom   5.25 eV Å⁻¹
HOMO-LUMO gap   7.93 eV

[2]
Entry from the Open Molecules 2025 dataset: a 2-piece molecular cluster, C2H10N2O2 overall in a non-equilibrium geometry (ωB97M-V/def2-TZVPD).

```
! RIJCOSX wB97M-V def2-TZVPD def2/J DEFGRID3
* xyz 1 2
O 2.474 0.683 -0.126
O -0.880 0.974 0.013
N 1.115 -1.013 0.933
N -2.765 -0.399 0.059
C -1.817 0.371 -0.728
C 1.802 -0.546 -0.260
H 1.852 -1.207 1.603
H -2.387 1.049 -1.367
H 3.316 0.559 0.317
H 2.498 -1.324 -0.576
H -3.610 -0.675 -0.445
H -2.392 -1.073 0.737
H -1.381 -0.393 -1.407
H 1.072 -0.405 -1.054
H -1.133 1.883 0.226
H 0.536 -0.297 1.350
*
```

LUMO level (spin up / spin down)   -3.77 / -9.09 eV
Expectation value of S²   0.7543
M   94.11 g/mol
Strongest force on any atom   1.46 eV Å⁻¹
HOMO-LUMO gap (spin up / spin down)   9.16 / 3.83 eV

[3]
Entry from the Open Molecules 2025 dataset: C28H26N7O9PdS as an isolated structure (ωB97M-V/def2-TZVPD).

```
! RIJCOSX wB97M-V def2-TZVPD def2/J DEFGRID3
* xyz -1 1
Pd 0.355 -2.016 -0.169
S 0.710 -4.767 1.397
O 1.847 -1.468 -1.897
O -3.046 -0.057 -1.831
O 1.795 3.817 -4.958
O -3.519 1.843 -2.695
O 3.220 -0.055 -2.691
O 0.242 -4.242 2.689
O -0.298 4.291 -5.110
O 4.149 3.093 2.354
O -0.420 -0.125 -0.888
N -2.722 0.985 -2.347
N 1.986 3.433 1.793
N 0.864 -3.913 0.186
N 2.094 -0.380 -2.375
N 0.622 3.602 -4.706
N -1.350 -2.973 -1.923
N 2.269 -0.986 1.346
C 0.580 3.041 1.757
C 2.284 4.849 1.582
C -2.553 -3.814 0.010
C 2.878 -0.806 3.649
C -1.313 1.221 -2.621
C -1.991 -5.309 -1.807
C 2.850 5.128 0.195
C 1.305 1.584 -3.500
C -2.633 -6.355 -1.167
C -1.012 2.249 -3.467
C -3.560 -0.859 2.137
C -2.437 -2.529 0.773
C 2.802 1.153 2.296
C 1.023 0.542 -2.655
C -1.204 -1.923 1.055
C 2.442 0.330 1.233
C 3.048 0.560 3.525
C -3.276 -6.139 0.042
C -0.071 3.269 0.403
C -3.213 -4.878 0.620
C -1.974 -4.029 -1.256
C -1.165 -0.858 1.952
C 3.034 2.631 2.140
C 0.303 2.461 -3.863
C -0.263 0.437 -1.979
C -2.330 -0.316 2.480
C 2.476 -1.534 2.539
C -3.601 -1.980 1.323
H -1.058 2.805 0.392
H 0.047 3.625 2.513
H -2.635 -7.339 -1.623
H -1.492 -5.481 -2.756
H 2.307 1.707 -3.885
H -4.480 -0.413 2.498
H 0.530 2.821 -0.390
H 3.786 4.584 0.062
H 3.013 5.151 2.332
H 1.362 5.408 1.747
H 2.302 -2.600 2.615
H 3.058 -1.311 4.590
H 3.356 1.174 4.364
H -4.556 -2.432 1.073
H -3.647 -4.713 1.600
H -3.799 -6.946 0.539
H 0.492 1.997 2.034
H 2.296 0.759 0.244
H -0.210 -0.437 2.250
H -1.890 -2.126 -1.950
H 3.054 6.196 0.078
H -2.274 0.536 3.151
H -1.801 2.891 -3.828
H -0.961 -3.223 -2.817
H -0.185 4.334 0.184
H 2.154 4.824 -0.589
*
```

LUMO level   1.19 eV
M   743.04 g/mol
Strongest force on any atom   0.84 eV Å⁻¹
HOMO-LUMO gap   5.70 eV

[4]
Entry from the Open Molecules 2025 dataset: C25H37FNO5P3S3Tl as an isolated structure in a non-equilibrium geometry (ωB97M-V/def2-TZVPD).

```
! RIJCOSX wB97M-V def2-TZVPD def2/J DEFGRID3
* xyz 3 1
Tl 6.744 2.985 -2.887
S -1.550 6.182 0.976
S -1.869 -2.018 0.748
S -4.328 3.260 -3.476
P -5.406 2.639 -1.926
P -1.018 4.925 -0.464
P -6.216 -0.429 -2.444
F -0.496 -1.389 0.448
O -3.745 3.934 -0.146
O -1.128 0.612 2.147
O -1.921 -3.224 0.019
O -2.150 -2.002 2.126
O -5.667 -4.227 -0.284
N -5.720 -0.133 -3.939
C 4.586 -0.622 -1.207
C -4.467 1.274 -1.131
C -5.038 -3.260 -0.045
C 2.588 -4.049 2.017
C 0.676 2.568 1.071
C 4.044 -0.953 0.197
C -1.525 3.277 0.062
C -4.300 -2.539 -1.182
C 4.347 2.218 -0.347
C -0.757 2.378 0.689
C 1.185 -3.484 4.086
C 2.993 -2.604 1.753
C -3.974 -1.115 -0.849
C -1.455 1.111 1.124
C 3.096 2.530 0.537
C -2.884 -0.743 -0.017
C -3.352 1.608 -0.358
C -2.956 3.028 -0.151
C 3.755 0.355 -2.043
C 3.613 -2.407 0.373
C 2.332 -4.326 3.495
C 4.104 1.823 -1.800
C -2.584 0.616 0.236
C -4.780 -0.070 -1.355
C 1.704 2.243 -0.029
H 0.364 4.971 -0.661
H 4.647 -1.550 -1.766
H -6.298 0.546 -4.434
H 1.624 1.185 -0.263
H 5.064 1.993 -2.350
H 0.404 -4.128 4.474
H 4.486 -3.048 0.286
H -3.438 -3.114 -1.474
H 3.214 -0.313 0.495
H -5.659 3.669 -1.017
H 0.738 -2.816 3.359
H 3.247 -4.133 4.043
H -5.010 -2.855 0.980
H 4.936 3.139 -0.351
H 2.689 0.177 -1.942
H -7.319 0.310 -2.007
H -4.972 -2.588 -2.026
H 2.073 -5.374 3.592
H 3.146 3.575 0.832
H 1.544 -2.898 4.924
H 0.875 1.941 1.934
H 0.802 3.602 1.388
H 1.710 -4.313 1.431
H 3.969 0.136 -3.088
H 4.846 -0.782 0.911
H 2.106 -1.971 1.779
H 5.598 -0.237 -1.098
H -1.641 5.248 -1.674
H -6.599 -1.750 -2.197
H 3.387 2.513 -2.240
H 1.522 2.815 -0.937
H 3.400 -4.689 1.676
H 3.224 1.970 1.457
H -6.652 2.217 -2.371
H 3.657 -2.233 2.532
H 4.958 1.484 0.162
H 2.876 -2.673 -0.384
*
```

LUMO level   -14.06 eV
M   844.08 g/mol
Strongest force on any atom   1.43 eV Å⁻¹
HOMO-LUMO gap   1.75 eV

[5]
Entry from the Open Molecules 2025 dataset: a 2-piece molecular cluster, C5H11NO2 overall in a non-equilibrium geometry (ωB97M-V/def2-TZVPD).

```
! RIJCOSX wB97M-V def2-TZVPD def2/J DEFGRID3
* xyz 0 1
O -2.269 -1.236 3.007
O 0.699 -0.880 1.768
N 0.533 0.353 -0.115
C -0.283 -0.632 -0.806
C 0.581 1.026 -2.387
C 0.950 0.132 1.148
C 0.925 1.434 -0.965
C -0.572 0.029 -2.174
H 0.265 1.877 -2.974
H 1.566 0.959 1.544
H -1.160 -0.975 -0.276
H -2.114 -0.777 2.176
H 1.383 0.701 -3.060
H 1.962 1.734 -0.777
H -1.428 -1.490 3.395
H 0.433 2.406 -0.794
H -1.438 0.665 -1.982
H 0.312 -1.521 -1.031
H -0.745 -0.784 -2.870
*
```

LUMO level   0.70 eV
SMILES   O=CN1CCCC1.O
M   117.15 g/mol
Strongest force on any atom   2.11 eV Å⁻¹
HOMO-LUMO gap   10.16 eV

[6]
Entry from the Open Molecules 2025 dataset: one molecule with the formula C16H20N2O8S2 in a non-equilibrium geometry (ωB97M-V/def2-TZVPD).

```
! RIJCOSX wB97M-V def2-TZVPD def2/J DEFGRID3
* xyz 0 1
S 0.564 -2.000 -1.018
S -0.634 3.022 0.580
O -2.464 -0.053 0.586
O 0.523 2.815 1.395
O -0.997 -0.667 2.150
O 0.086 -2.372 0.304
O 4.421 -2.698 1.590
O 2.265 -2.319 1.940
O -0.890 4.311 0.015
O 0.321 -2.936 -2.074
N 2.185 -1.693 -0.799
N -1.949 2.624 1.484
C 4.174 -2.973 -1.209
C -1.368 2.000 -1.886
C 2.863 -1.130 -1.961
C -1.492 0.973 -2.810
C -1.950 1.488 2.377
C 3.302 -2.615 1.172
C -0.880 -0.247 -2.566
C -0.602 1.813 -0.751
C 0.063 0.624 -0.524
C -4.216 2.079 1.906
C -3.319 1.615 3.057
C 2.942 -2.858 -0.310
C -1.853 0.175 1.602
C 4.315 -1.564 -1.783
C -0.106 -0.404 -1.431
C -3.292 2.929 1.023
H 2.438 -1.551 -2.881
H 4.805 -0.918 -1.055
H -4.567 1.215 1.343
H 4.870 -1.540 -2.718
H -5.077 2.643 2.260
H -0.999 -1.088 -3.231
H -0.831 -1.458 1.585
H 0.675 0.507 0.357
H -2.088 1.110 -3.698
H 2.311 -3.755 -0.355
H -1.104 1.557 3.063
H -3.458 4.002 1.146
H 5.040 -3.273 -0.623
H 3.999 -3.699 -2.003
H 1.413 -2.328 1.449
H 2.734 -0.047 -1.965
H -3.260 2.379 3.831
H -1.854 2.953 -2.030
H -3.649 0.678 3.499
H -3.410 2.674 -0.034
*
```

LUMO level   -0.20 eV
SMILES   O=C(O)[C@@H]1CCCN1S(=O)(=O)c1cccc(S(=O)(=O)N2CCC[C@H]2C(=O)O)c1
M   432.48 g/mol
Strongest force on any atom   1.10 eV Å⁻¹
HOMO-LUMO gap   9.64 eV